No. 1
DFT (the ωB97M-V functional and the def2-TZVPD basis) results for a molecular structure, C26H43AlCl3O2P2 in a non-equilibrium geometry.

The geometry in XYZ format:
```
77
Properties=species:S:1:pos:R:3:forces:R:3:mulliken_charge:R:1
Cl -1.0468 2.8850 3.2750 -0.4 0.1 0.0 -0.10
Cl -3.5736 1.5538 2.6060 0.1 0.3 0.0 -0.12
Cl -3.1890 4.3864 1.9415 0.1 -0.4 0.3 -0.10
P -4.1048 -1.2133 -0.9182 1.6 1.4 1.2 0.23
P 3.7575 2.9689 1.3816 -1.4 -0.4 -1.0 0.23
Al -0.4738 1.7472 -0.9901 -3.0 4.7 5.2 1.19
O -1.5940 3.1961 -0.1933 -0.9 -1.0 2.6 -0.53
O -1.2882 1.1884 0.6713 -0.6 1.1 0.6 -0.18
C -1.7736 2.3871 0.7783 0.9 0.2 -1.5 -0.62
C 0.6944 0.2103 -1.3093 3.3 -1.4 -4.3 -0.36
C -5.3780 0.0806 -1.1495 0.1 0.1 0.2 -1.14
C 2.2486 -4.6961 0.7254 0.1 -0.2 -0.3 -1.74
C 0.7388 1.1859 -2.3485 3.4 -5.1 -1.3 -0.65
C -0.1784 -2.2186 2.1155 0.2 0.2 0.2 0.13
C 3.7678 4.7976 1.5346 0.1 0.0 0.3 -1.13
C 2.5706 2.6970 -0.1193 0.6 0.3 0.3 -0.84
C -1.4952 1.5263 -3.4814 -0.8 0.1 -0.4 -1.35
C 0.1178 -3.4982 1.5609 -0.2 0.0 0.1 0.88
C -4.6877 -2.3889 -2.1951 0.8 0.1 -0.4 -1.11
C -2.3849 -0.1838 -1.9244 -3.7 -3.3 -0.6 -0.76
C -0.0149 -1.1132 -1.3150 -1.3 0.1 0.6 0.95
C 1.0809 2.7666 0.1319 -0.9 0.5 -0.5 -0.94
C -0.8513 -4.5935 1.3461 -0.2 -0.2 -0.3 -1.63
C -2.0157 1.2282 -2.0597 0.3 1.3 -0.4 0.67
C 1.1534 -0.1190 2.7508 0.3 0.2 -0.1 -0.61
C 1.5126 -3.5418 1.2838 0.1 -0.2 0.0 0.34
C -2.4150 2.8120 2.1305 0.2 0.0 -0.8 1.02
C 3.5163 -1.9381 1.6037 0.2 0.1 -0.3 -1.43
C 2.0848 -2.2983 1.6776 0.0 0.1 0.2 0.48
C -0.0213 1.0993 -3.6608 -0.3 0.5 -0.3 -0.98
C -1.3209 -1.2411 -2.1098 0.3 -0.9 -0.3 -1.82
C 1.0412 -1.4827 2.1981 -0.3 0.0 0.1 1.17
C 5.3379 2.6874 0.4884 0.4 -0.2 0.4 -1.14
C -1.4912 -1.7055 2.5515 -0.4 -0.2 -0.1 -0.66
H 4.0248 -2.5159 0.8226 -0.1 0.1 0.2 0.39
H 1.6478 1.7964 -2.4063 -0.6 0.3 0.8 0.65
H -3.9517 -3.2013 -2.2549 -0.3 0.0 -0.2 0.33
H -4.7975 -1.9069 -3.1743 -0.1 -0.2 0.1 0.38
H -2.1127 1.0553 -4.2582 0.1 0.0 0.0 0.31
H -0.4968 -5.2772 0.5657 -0.1 0.1 0.2 0.39
H 2.1476 0.3085 2.5711 -0.2 0.0 0.1 0.30
H -5.6448 -2.8056 -1.8577 0.2 0.2 0.0 0.42
H 2.8480 3.4487 -0.8762 0.1 -0.3 0.0 0.55
H 4.0255 -2.1436 2.5581 -0.1 0.1 -0.2 0.36
H -1.6889 -0.7128 2.1180 0.1 -0.2 0.1 -0.20
H -1.7503 -2.2181 -1.8285 0.2 0.2 -0.2 0.67
H -1.5257 -1.5964 3.6469 0.1 0.0 -0.2 0.29
H -5.0995 0.9670 -0.5631 -0.2 -0.2 -0.2 0.26
H -2.8755 1.8724 -1.8431 0.1 -0.1 -0.1 0.69
H 0.3984 0.5445 2.3035 0.1 -0.2 0.1 -0.29
H 5.9542 2.0942 1.1778 0.2 0.2 -0.4 0.32
H -5.5148 0.3522 -2.2054 0.0 0.0 0.2 0.32
H 2.7534 5.2074 1.4549 0.2 -0.1 0.0 0.31
H -2.3009 -2.3788 2.2486 0.1 0.2 0.1 0.38
H 3.1275 -4.3639 0.1594 -0.2 -0.1 0.1 0.41
H 3.6458 -0.8708 1.3817 0.0 -0.2 0.1 0.21
H -1.0014 -5.1850 2.2630 0.1 0.2 -0.2 0.32
H -1.0679 -1.3386 -3.1798 -0.1 0.0 0.3 0.23
H -0.2181 -1.3804 -0.2662 -0.1 0.2 -0.2 -1.17
H 1.5527 0.1821 -0.6288 -0.4 0.8 0.2 0.46
H 0.6872 -1.8989 -1.6476 0.1 0.5 -0.1 0.72
H 0.7479 3.8119 0.0227 0.3 -0.1 0.4 0.46
H 2.6023 -5.3719 1.5196 -0.1 0.2 -0.1 0.33
H 0.8783 2.4891 1.1779 -0.1 0.0 -0.1 -0.01
H 0.9732 -0.1148 3.8388 0.0 -0.1 -0.3 0.37
H -1.5705 2.6072 -3.6668 0.1 -0.2 0.1 0.45
H -6.3087 -0.3359 -0.7395 0.1 0.3 -0.2 0.42
H 5.8452 3.6337 0.2674 0.0 -0.3 -0.1 0.38
H 5.1742 2.1083 -0.4283 0.1 0.2 0.2 0.32
H 0.0605 0.1047 -4.1241 0.0 0.2 0.5 0.36
H -1.8314 -4.2004 1.0449 0.2 -0.1 0.1 0.36
H 4.4345 5.2451 0.7885 -0.3 0.1 0.1 0.34
H 2.8637 1.7073 -0.5006 0.3 0.1 0.0 0.21
H 4.1496 5.0120 2.5412 -0.1 0.2 -0.3 0.36
H -3.1714 -0.4133 -2.6845 1.0 0.4 -0.7 0.42
H 1.6076 -5.2813 0.0546 0.2 0.1 0.2 0.42
H 0.4539 1.7917 -4.3711 0.0 -0.2 0.3 0.44
```
Forces are in eV/Å.

Computed properties:
Charge: +1
ΔE to the lowest compared entry with this formula, charge and spin, kcal per mole: 117.01
Orbital gap (alpha / beta), eV: 3.946 / 3.858

=====

No. 2
DFT (the ωB97M-V functional and the def2-TZVPD basis) results for a molecular structure, C13H11ClNO7RuS in a non-equilibrium geometry.

The geometry in XYZ format:
```
35
Properties=species:S:1:pos:R:3:forces:R:3:mulliken_charge:R:1
Ru -0.2687 0.2483 -0.9831 0.5 -0.1 1.6 1.22
Cl -4.8898 -3.9921 3.1192 0.0 0.4 0.2 -0.21
S -0.8469 0.8337 -3.5505 -0.3 -0.7 -0.5 1.33
O -0.4583 2.1913 -3.9021 0.2 -0.3 -0.4 -0.75
O -0.4253 -1.3751 0.3007 0.2 0.4 -0.4 -0.71
O -1.6985 0.9848 -2.2711 -0.5 -0.4 -0.5 -0.59
O 0.3863 0.0957 -2.9303 -0.2 0.3 -0.5 -0.70
O 0.3227 2.6376 -1.3046 -0.1 -0.4 0.3 -0.44
O -1.4675 -0.0320 -4.5208 0.4 1.1 0.5 -0.60
O -1.8302 0.9519 0.5105 -0.2 0.4 -0.1 -0.55
N 1.9156 0.6827 -0.1642 -0.7 -0.3 -0.3 0.17
C 4.3778 1.3434 0.8192 0.7 -0.4 0.2 -0.16
C -1.4608 -1.8379 0.9327 -0.8 -0.9 0.4 0.31
C 3.6483 2.2506 0.1008 -0.6 0.3 -0.5 -0.96
C 1.7113 2.7953 -1.3807 0.3 0.7 -0.1 -0.33
C -3.5145 -1.6980 2.3204 -0.2 -1.2 -0.6 -0.74
C -3.6242 -3.0924 2.3470 0.6 1.3 -0.4 0.21
C 3.8818 0.0575 1.0311 0.2 0.2 0.0 -0.81
C -2.6355 0.2966 1.1708 0.2 0.0 0.4 -0.06
C 2.6272 -0.2088 0.5477 -0.6 -0.3 -0.1 -0.29
C -2.6640 -3.8441 1.6451 -0.3 0.1 0.4 -0.56
C -1.6274 -3.2397 1.0016 0.9 -0.1 -0.2 -0.40
C 2.4005 1.8782 -0.4326 1.7 0.2 0.5 0.74
C -2.4904 -1.0762 1.5339 -0.3 -0.3 0.2 0.61
H 4.4814 -0.6887 1.5451 -0.3 0.1 0.0 0.40
H -0.8384 -3.8042 0.5113 -0.3 -0.2 0.0 0.39
H 2.0003 3.8212 -1.1405 -0.1 0.1 0.2 0.38
H -0.0275 2.7132 -2.2124 -0.4 0.1 -0.4 0.42
H 4.0202 3.2472 -0.0979 0.1 0.0 0.0 0.38
H 5.3749 1.5937 1.1840 -0.3 0.1 0.0 0.38
H 2.1002 2.6578 -2.3983 -0.2 -0.4 0.0 0.32
H 2.1155 -1.1537 0.6926 0.2 0.0 0.1 0.43
H -2.7738 -4.9188 1.6669 0.2 -0.1 -0.1 0.41
H -3.5682 0.7658 1.4817 -0.2 0.4 0.2 0.38
H -4.2539 -1.0848 2.8267 0.0 0.0 -0.1 0.39
```
Forces are in eV/Å.

Computed properties:
⟨S²⟩: 8.758
Multiplicity: 6
Orbital gap (alpha / beta), eV: 8.131 / 7.050

=====

No. 3
DFT (the ωB97M-V functional and the def2-TZVPD basis) results for a molecular structure, C28H26BrHfI2N5O in a non-equilibrium geometry.

The geometry in XYZ format:
```
64
Properties=species:S:1:pos:R:3:forces:R:3:mulliken_charge:R:1
Hf 0.0963 0.0457 -0.1730 1.9 -0.7 -0.1 -1.31
I -1.7027 -1.2349 -3.1451 0.1 -0.4 -0.3 0.19
I 0.5952 -3.1930 -1.2367 0.0 0.0 -0.4 0.19
Br -1.6376 2.0730 -1.1927 0.5 -0.2 -0.3 -0.02
O -1.4588 -1.1564 0.0667 -0.7 -0.1 0.5 0.52
N 1.4798 -0.9862 1.2603 0.0 -0.1 -0.2 -0.34
N -2.0187 0.0309 1.9516 -0.5 -0.2 0.3 -1.10
N -0.8842 0.7345 1.6456 -0.5 0.7 0.0 0.71
N 1.2138 1.9459 0.7052 -0.4 -0.1 0.1 0.32
N 2.5685 -2.9539 2.2317 0.1 0.0 0.0 0.06
C 1.0964 0.5851 -2.0433 0.2 0.6 -0.7 0.62
C -0.4679 2.4423 -2.7188 -0.2 0.1 0.1 0.98
C -0.6428 1.8665 2.2221 -0.3 -0.3 0.1 0.98
C 3.0832 0.3076 -3.4638 0.1 0.1 -0.1 -1.15
C -5.4659 -2.2843 2.4776 0.0 0.0 0.0 -0.76
C -5.7046 -3.3363 1.6008 0.0 0.0 0.0 -0.40
C 4.0043 -3.1988 2.0316 0.2 0.0 -0.1 -0.90
C 1.0292 3.7217 2.2994 -0.1 -0.2 0.0 -0.91
C -4.3435 -1.4941 2.3233 0.1 0.0 -0.1 -0.31
C 0.5746 2.5368 1.7427 0.3 0.3 0.0 0.71
C -4.8212 -3.5987 0.5624 0.0 0.0 0.0 -0.80
C -0.8698 3.4468 -3.5455 -0.2 0.0 0.2 -0.73
C -3.4476 -1.7560 1.2807 -0.1 -0.3 -0.1 0.29
C -3.6963 -2.8111 0.4003 0.1 0.1 0.0 -0.20
C -0.0680 3.7778 -4.6524 0.1 0.0 -0.1 -0.69
C 1.9987 -1.9241 1.7180 0.0 0.1 0.1 0.46
C 2.8364 3.6971 0.7385 -0.1 0.1 0.2 -0.86
C 2.6983 1.3391 -4.2681 0.1 -0.1 0.0 -0.82
C 1.0947 3.0975 -4.8705 0.0 0.0 0.0 -0.94
C 1.8370 -3.8588 3.1298 -0.2 -0.1 0.1 -0.88
C 0.7072 1.6759 -2.8884 0.2 0.0 -0.2 0.21
C -0.4148 -2.9344 -3.1145 -0.1 0.3 0.1 -0.96
C 2.2791 -0.0604 -2.3649 -0.2 0.0 0.2 -0.08
C -2.2539 -0.9343 1.0993 -0.3 0.6 0.7 0.39
C 1.4993 2.0478 -4.0126 -0.1 0.0 0.1 1.00
C 2.1770 4.3106 1.7909 0.1 0.0 -0.1 -0.51
C -1.5338 2.4709 3.2463 0.0 -0.1 0.1 -1.70
C 2.3162 2.5227 0.2231 0.1 -0.1 -0.2 0.00
H -2.3840 1.8181 3.4140 0.0 0.0 0.0 0.34
H 2.5487 5.2372 2.2073 0.0 0.0 0.0 0.45
H -5.0131 -4.4151 -0.1206 0.0 0.0 0.0 0.44
H 4.4264 -2.4433 1.3742 0.0 0.0 0.0 0.31
H 0.3461 -2.8080 -3.8733 0.0 0.0 0.0 0.54
H -1.0002 2.6108 4.1884 0.0 0.0 0.0 0.41
H -1.7890 3.9855 -3.3581 0.0 0.0 0.0 0.46
H 1.9204 -4.8781 2.7556 0.0 0.0 0.0 0.34
H 2.2655 -3.8073 4.1301 0.0 0.0 0.0 0.34
H 2.7911 2.0292 -0.6151 0.0 0.0 0.0 0.47
H -6.1625 -2.0825 3.2797 0.0 0.0 0.0 0.43
H -1.8932 3.4464 2.9134 0.1 0.0 0.0 0.39
H 3.7327 4.1236 0.3124 0.0 0.0 0.0 0.47
H 1.7312 3.3478 -5.7100 0.0 0.0 0.0 0.43
H -3.0030 -3.0016 -0.4093 0.0 0.0 0.0 0.40
H 4.5171 -3.1632 2.9920 -0.1 0.0 0.0 0.34
H 2.6275 -0.8934 -1.7586 0.0 0.0 0.0 0.33
H 3.9997 -0.2329 -3.6612 0.0 0.0 0.0 0.48
H -6.5847 -3.9532 1.7257 0.0 0.0 0.0 0.41
H 0.4901 4.1764 3.1180 0.0 0.0 0.0 0.50
H 0.7878 -3.5781 3.1743 0.0 0.0 0.0 0.29
H -1.0107 -3.8220 -3.2821 0.0 0.0 0.0 0.53
H -4.1514 -0.6735 2.9982 0.0 0.0 0.0 0.46
H 3.2981 1.6301 -5.1215 0.0 0.0 0.0 0.42
H -0.3875 4.5687 -5.3164 0.0 0.0 0.0 0.42
H 4.1438 -4.1822 1.5850 -0.1 0.0 0.0 0.33
```
Forces are in eV/Å.

Computed properties:
Charge: +2
ΔE to the lowest compared entry with this formula, charge and spin, kcal per mole: 10.26
Orbital gap, eV: 6.800

=====

No. 4
DFT (the ωB97M-V functional and the def2-TZVPD basis) results for a molecular structure, C30H38N6O2P2W in a non-equilibrium geometry.

The geometry in XYZ format:
```
79
Properties=species:S:1:pos:R:3:forces:R:3:mulliken_charge:R:1
W -0.1448 0.1731 -0.3481 -0.6 -0.5 -0.6 0.07
P -0.1723 -1.5576 -2.1909 0.2 0.0 0.0 1.64
P 1.6219 1.0956 -1.8475 0.1 0.0 0.0 1.36
O 1.2715 -0.1918 0.8745 0.0 0.1 -0.1 -0.44
O -1.5444 1.1160 -1.0697 0.3 0.2 0.1 0.73
N -1.4786 -0.8685 1.1489 -0.1 0.0 0.2 0.39
N 1.0280 1.8559 1.8615 -0.1 0.0 -0.1 -1.34
N -2.5267 -0.8278 3.3654 0.0 0.0 0.0 0.14
N -1.8032 -2.9338 2.4321 0.0 0.0 0.0 0.13
N -0.0072 1.9023 0.9153 0.2 0.4 0.4 1.34
N -3.7184 -1.7963 1.5009 0.0 0.0 0.0 0.17
C 2.7483 0.3746 2.6896 0.0 0.0 -0.1 0.61
C 4.8302 -0.3223 4.3735 0.0 0.0 0.0 -0.52
C -0.5544 -3.3285 -2.0959 0.0 0.0 0.1 -1.69
C 1.8822 -2.4414 -3.8947 0.0 0.0 0.0 -0.96
C -3.8372 -1.0199 2.7407 0.0 0.0 0.0 -0.68
C -2.8671 -1.0920 0.5852 0.0 0.0 0.0 -0.73
C 1.6517 0.7366 1.7997 0.1 -0.1 0.1 0.62
C -3.1234 -3.0972 1.8193 0.0 0.0 0.0 -0.73
C 1.4192 -1.4182 -3.0717 0.0 0.0 0.0 0.73
C 4.1703 0.8887 4.5532 0.0 0.0 0.0 -0.79
C -1.6671 -0.1225 2.4529 0.0 0.0 0.0 -0.68
C -0.6513 3.0116 0.8827 -0.1 0.0 -0.1 -0.57
C 3.1311 1.2435 3.7148 0.0 0.0 0.0 -0.49
C -1.3826 -0.9459 -3.4117 0.0 0.0 0.0 -1.30
C 3.2790 -0.0488 -3.7799 0.0 0.0 0.0 -0.99
C -3.8998 3.8083 -1.7317 0.0 0.0 0.0 -0.65
C -3.4896 4.7598 -0.8090 0.0 0.0 0.0 -0.87
C 3.0326 -2.2709 -4.6505 0.0 0.0 0.0 -0.78
C 4.4520 -1.1869 3.3553 0.0 0.0 0.0 -0.93
C 3.7254 -1.0704 -4.6032 0.0 0.0 0.0 -0.88
C -2.1888 2.3354 -0.9774 0.0 -0.1 0.0 0.09
C -1.9457 -2.1405 3.6578 0.0 0.0 0.0 -0.66
C 3.1394 1.5939 -0.9887 0.0 0.0 -0.1 -1.58
C 1.1692 2.5371 -2.8507 0.0 0.0 0.0 -1.35
C -2.4234 4.4905 0.0345 0.0 0.0 0.0 -0.96
C -1.7525 3.2691 -0.0321 0.0 0.0 0.1 1.36
C -0.9412 -2.2390 1.5185 0.0 0.0 0.0 -0.55
C 2.1355 -0.2133 -3.0019 0.0 0.0 0.0 -0.02
C 3.4105 -0.8412 2.5112 0.0 0.0 0.0 -0.14
C -3.2486 2.5826 -1.8213 0.0 0.1 0.0 -0.90
H 4.9686 -2.1272 3.2218 0.0 0.0 0.0 0.45
H 1.3523 -3.3821 -3.9580 0.0 0.0 0.0 0.37
H 3.5623 0.7419 -0.4568 0.0 0.0 0.0 0.34
H 2.9085 2.3846 -0.2739 0.0 0.0 0.0 0.48
H 1.9696 2.7517 -3.5594 0.0 0.0 0.0 0.50
H -3.7770 -3.6300 2.5081 0.0 0.0 0.0 0.34
H 0.0430 -2.0944 1.9655 0.0 0.0 0.0 0.12
H -4.7337 4.0154 -2.3883 0.0 0.0 0.0 0.48
H -0.3495 3.7873 1.5800 0.0 0.0 0.0 0.57
H 3.8415 0.8761 -3.7392 0.0 0.0 0.0 0.34
H 0.2311 -3.8709 -1.5702 0.0 0.0 0.0 0.48
H -3.5582 1.8305 -2.5343 0.0 0.0 0.0 0.50
H 0.2466 2.3566 -3.4013 0.0 0.0 0.0 0.29
H -2.0988 0.8512 2.2138 0.0 0.0 0.0 0.20
H -1.1906 0.0998 -3.6452 0.0 0.0 0.0 0.21
H -2.1022 5.2275 0.7598 0.0 0.0 0.0 0.50
H -0.8389 -2.8084 0.5923 0.0 0.0 0.0 0.19
H -0.6831 0.0185 2.9024 0.0 0.0 0.0 0.18
H 2.6100 2.1817 3.8456 0.0 0.0 0.0 0.46
H -1.2881 -1.5397 -4.3215 0.0 0.0 0.0 0.58
H 4.6181 -0.9333 -5.1980 0.0 0.0 0.0 0.44
H -3.2944 -0.1137 0.3582 0.0 0.0 0.0 0.27
H 3.8748 1.9695 -1.6998 0.0 0.0 0.0 0.63
H 1.0291 3.4005 -2.1987 0.0 0.0 0.0 0.44
H -4.4907 -1.5502 3.4316 0.0 0.0 0.0 0.35
H -1.4939 -3.4646 -1.5589 0.0 0.0 0.0 0.36
H 5.6437 -0.5928 5.0332 0.0 0.0 0.0 0.43
H -3.0285 -3.6872 0.9054 0.0 0.0 0.0 0.34
H -0.6739 -3.7429 -3.0963 0.0 0.0 0.0 0.61
H -2.5925 -2.6721 4.3540 0.0 0.0 0.0 0.35
H -0.9658 -2.0104 4.1199 0.0 0.0 0.0 0.35
H 3.1094 -1.5108 1.7165 0.0 0.0 0.0 0.46
H -2.3942 -1.0430 -3.0166 0.0 0.0 0.0 0.39
H 3.3846 -3.0762 -5.2807 0.0 0.0 0.0 0.43
H -4.0015 5.7094 -0.7455 0.0 0.0 0.0 0.44
H -2.7576 -1.6588 -0.3433 0.0 0.0 0.0 0.13
H 4.4702 1.5547 5.3504 0.0 0.0 0.0 0.45
H -4.2800 -0.0479 2.5169 0.0 0.0 0.0 0.32
```
Forces are in eV/Å.

Computed properties:
Charge: +2
Orbital gap, eV: 6.824